Record 1
C54H52I2O8Si2 | ωB97M-V/def2-TZVPD

Structure (ORCA input):
```
! RIJCOSX wB97M-V def2-TZVPD def2/J DEFGRID3
* xyz 0 1
C -3.15 6.95 -1.06
O -2.63 7.60 -2.20
C -3.43 7.46 -3.36
C -2.85 6.41 -4.34
C -1.37 6.14 -4.12
C -1.11 4.85 -3.29
Si 0.43 3.94 -3.77
C 1.86 5.15 -3.80
O 1.80 6.01 -2.67
C 2.95 6.82 -2.56
O 0.67 2.60 -2.81
Si 1.29 2.79 -1.28
C 0.05 3.55 -0.06
C 0.52 4.81 0.60
O -0.03 5.86 0.45
C 1.69 4.66 1.52
C 2.96 5.06 1.13
C 4.03 4.88 2.00
C 3.82 4.31 3.24
C 2.55 3.92 3.64
C 1.47 4.09 2.78
C 1.90 1.13 -0.65
C 0.91 -0.01 -0.67
C -0.44 0.11 -0.35
C -1.29 -1.00 -0.36
C -0.81 -2.26 -0.70
C 0.54 -2.40 -1.02
C 1.06 -3.78 -1.36
C 1.37 -1.29 -1.01
C 0.24 3.22 -5.53
I -1.58 3.51 -6.59
C 1.15 2.47 -6.15
C 1.01 1.86 -7.51
I 2.96 1.93 -5.20
H -3.96 7.51 -0.61
H -2.34 6.88 -0.34
H -3.47 5.94 -1.30
H -3.53 8.41 -3.87
H -4.43 7.15 -3.07
H -3.44 5.50 -4.26
H -3.01 6.77 -5.35
H -0.92 6.95 -3.55
H -0.83 6.10 -5.07
H -1.07 5.17 -2.25
H -1.94 4.15 -3.36
H 1.74 5.76 -4.71
H 2.85 4.69 -3.87
H 3.04 7.46 -3.44
H 2.87 7.42 -1.67
H 3.85 6.21 -2.49
H 2.45 3.69 -1.37
H -0.95 3.69 -0.47
H -0.04 2.82 0.75
H 3.07 5.51 0.16
H 5.02 5.19 1.69
H 4.66 4.17 3.90
H 2.40 3.48 4.61
H 0.48 3.79 3.08
H 2.73 0.85 -1.30
H 2.32 1.28 0.34
H -0.86 1.05 -0.06
H -2.32 -0.85 -0.09
H -1.48 -3.10 -0.71
H 0.63 -4.48 -0.66
H 2.14 -3.81 -1.28
H 0.74 -4.06 -2.36
H 2.41 -1.43 -1.26
H 0.79 2.62 -8.25
H 1.94 1.38 -7.80
H 0.25 1.09 -7.48
C -2.77 -4.56 4.06
C -2.34 -3.81 2.96
C -3.08 -2.72 2.55
C -4.25 -2.37 3.22
C -4.68 -3.13 4.30
C -3.93 -4.22 4.73
C -5.95 -2.80 5.02
O -6.32 -3.45 5.97
C -6.74 -1.64 4.52
C -7.95 -1.34 5.14
C -8.70 -0.26 4.70
C -8.24 0.53 3.65
C -7.04 0.23 3.03
C -6.29 -0.85 3.46
C -5.01 -1.18 2.76
O -4.61 -0.49 1.85
H -2.19 -5.41 4.38
H -1.44 -4.08 2.44
H -2.75 -2.13 1.70
H -4.27 -4.80 5.57
H -8.30 -1.95 5.96
H -9.64 -0.02 5.18
H -8.82 1.38 3.31
H -6.68 0.84 2.21
C 3.88 -11.47 2.17
C 2.57 -11.03 2.35
C 2.24 -9.71 2.12
C 3.22 -8.81 1.71
C 4.54 -9.25 1.55
C 4.86 -10.58 1.77
C 5.62 -8.30 1.15
O 6.76 -8.68 1.00
C 5.25 -6.87 0.95
C 6.24 -5.95 0.62
C 5.92 -4.62 0.42
C 4.59 -4.20 0.53
C 3.60 -5.11 0.86
C 3.93 -6.44 1.07
C 2.84 -7.39 1.45
O 1.69 -7.02 1.55
H 4.13 -12.51 2.35
H 1.80 -11.73 2.67
H 1.22 -9.36 2.25
H 5.88 -10.91 1.63
H 7.27 -6.29 0.53
H 6.69 -3.91 0.17
H 4.34 -3.16 0.36
H 2.58 -4.79 0.95
*
```

## Properties
Energy, Eh: -3865.3478

Here are the Mulliken charges for atoms 1 to 4, given in e: number 1, C, carries -0.613; number 2, O, carries -0.394; number 3, C, carries -0.620; number 4, C, carries -1.029

Record 2
C54H55F3Ge2NOPtS5 | ωB97M-V/def2-TZVPD

Structure (ORCA input):
```
! RIJCOSX wB97M-V def2-TZVPD def2/J DEFGRID3
* xyz -1 3
Pt 0.66 2.70 0.60
F -0.34 7.87 2.74
C -0.57 7.74 1.42
F -0.64 9.00 0.92
F -1.79 7.21 1.28
C 0.51 6.95 0.73
C 1.40 7.63 -0.09
C 2.38 6.94 -0.79
C 2.41 5.57 -0.64
N 1.60 4.90 0.17
C 0.65 5.55 0.89
S -0.28 4.55 1.93
H 1.31 8.70 -0.20
H 3.08 7.45 -1.43
H 3.13 4.96 -1.19
C -1.83 2.59 5.52
C -2.48 2.02 4.29
C -3.02 2.84 3.31
C -3.59 2.33 2.15
C -4.25 3.28 1.18
C -3.60 0.94 1.95
C -3.11 0.09 2.95
C -3.14 -1.42 2.82
C -2.55 0.64 4.10
C -4.19 0.36 0.70
C -5.57 0.19 0.66
C -6.19 -0.31 -0.47
C -5.43 -0.65 -1.58
C -4.04 -0.52 -1.56
C -3.40 0.00 -0.42
Ge -1.47 0.45 -0.45
S -1.30 2.57 -0.84
S -0.21 -0.06 1.38
Ge 1.39 -0.47 -0.19
S 2.45 1.41 -0.30
S -0.14 -0.79 -1.81
C 2.61 -2.06 -0.05
C 3.98 -1.93 -0.39
C 4.81 -3.05 -0.43
C 4.33 -4.31 -0.12
C 3.01 -4.44 0.24
C 2.14 -3.34 0.28
C 0.78 -3.69 0.81
C 0.56 -3.60 2.19
C 1.60 -3.02 3.11
C -0.62 -4.11 2.72
C -1.56 -4.75 1.92
C -2.83 -5.30 2.51
C -1.29 -4.88 0.57
C -0.14 -4.35 -0.01
C 0.07 -4.49 -1.50
C 4.70 -0.64 -0.71
C 5.35 0.06 0.30
C 5.21 -0.35 1.75
C 6.11 1.18 -0.03
C 6.24 1.61 -1.35
C 7.06 2.83 -1.69
C 5.58 0.89 -2.34
C 4.82 -0.23 -2.04
C 4.05 -0.94 -3.13
C -3.28 -1.01 -2.76
C -2.89 -0.15 -3.78
C -3.25 1.31 -3.77
C -2.14 -0.67 -4.84
C -1.80 -2.01 -4.91
C -0.96 -2.55 -6.05
C -2.25 -2.86 -3.91
C -2.99 -2.39 -2.84
C -3.44 -3.33 -1.75
H -1.81 3.68 5.48
H -0.80 2.24 5.62
H -2.38 2.30 6.42
H -2.98 3.92 3.44
H -3.78 4.26 1.24
H -5.31 3.39 1.43
H -4.18 2.94 0.16
H -3.55 -1.74 1.86
H -3.75 -1.86 3.62
H -2.13 -1.82 2.90
H -2.14 -0.02 4.86
H -6.15 0.46 1.53
H -7.27 -0.43 -0.49
H -5.90 -1.05 -2.47
H 5.85 -2.91 -0.70
H 4.99 -5.17 -0.15
H 2.61 -5.41 0.52
H 2.58 -3.48 2.94
H 1.32 -3.18 4.15
H 1.72 -1.94 2.96
H -0.79 -4.04 3.79
H -2.82 -5.27 3.60
H -3.00 -6.33 2.20
H -3.69 -4.71 2.17
H -1.99 -5.42 -0.06
H -0.63 -5.22 -1.92
H 1.08 -4.80 -1.74
H -0.11 -3.52 -1.99
H 5.80 -1.24 1.98
H 4.17 -0.59 1.98
H 5.53 0.46 2.41
H 6.60 1.74 0.76
H 7.20 3.46 -0.81
H 6.57 3.42 -2.46
H 8.04 2.54 -2.07
H 5.65 1.22 -3.37
H 4.30 -0.53 -4.11
H 2.97 -0.81 -2.98
H 4.25 -2.02 -3.14
H -4.23 1.48 -3.32
H -3.25 1.71 -4.79
H -2.52 1.89 -3.19
H -1.81 0.00 -5.63
H -0.67 -1.75 -6.73
H -1.50 -3.31 -6.61
H -0.05 -3.01 -5.66
H -2.02 -3.92 -3.96
H -3.27 -4.37 -2.05
H -4.50 -3.21 -1.52
H -2.88 -3.14 -0.83
O 2.93 3.07 2.62
H 3.40 3.25 1.80
H 2.88 2.11 2.64
*
```

## Properties
Energy, Eh: -8784.7849
<S²>: 2.01

Here are the Mulliken charges for atoms 1 to 4, given in e: number 1, Pt, carries 1.608; number 2, F, carries -0.250; number 3, C, carries 0.586; number 4, F, carries -0.319

Record 3
C54H55F9IrN5O | ωB97M-V/def2-TZVPD

Structure (ORCA input):
```
! RIJCOSX wB97M-V def2-TZVPD def2/J DEFGRID3
* xyz -1 2
Ir -0.54 -0.36 0.64
C -6.66 -2.14 0.63
C -5.80 -1.82 -0.60
C -4.65 -0.92 -0.28
C -4.59 0.44 -0.39
C -5.63 1.38 -0.91
C -5.35 1.80 -2.36
C -3.27 0.83 0.02
N -2.56 -0.27 0.42
C -3.37 -1.35 0.19
C -2.99 -2.67 0.38
C -1.77 -3.13 0.82
C -1.44 -4.51 1.09
C -2.37 -5.67 0.92
C -3.38 -5.79 2.07
C -0.17 -4.52 1.58
C 0.27 -3.14 1.60
C 1.51 -2.70 2.05
C 1.93 -1.39 2.14
N 1.19 -0.29 1.80
C 2.03 0.78 1.92
C 1.74 2.07 1.54
C 0.56 2.50 0.97
N -0.48 1.71 0.61
C -1.52 2.54 0.29
C -2.79 2.13 0.00
C -1.10 3.93 0.43
C 0.19 3.90 0.82
C 1.09 5.05 1.17
C 1.15 5.34 2.67
C -2.01 5.11 0.27
C -2.83 5.38 1.53
C 3.30 0.36 2.47
C 3.24 -0.99 2.59
C 4.31 -1.92 3.07
C 4.14 -2.30 4.54
C 4.43 1.28 2.79
C 4.24 1.99 4.13
N -0.71 -2.33 1.14
C 0.64 -5.68 2.07
C 0.58 -5.83 3.60
H -7.47 -2.82 0.37
H -7.08 -1.23 1.05
H -6.05 -2.61 1.40
H -6.43 -1.35 -1.37
H -5.44 -2.75 -1.05
H -5.70 2.26 -0.27
H -6.61 0.90 -0.86
H -4.39 2.31 -2.44
H -6.13 2.47 -2.73
H -5.31 0.93 -3.01
H -3.74 -3.43 0.15
H -1.80 -6.59 0.84
H -2.91 -5.57 -0.03
H -2.87 -5.97 3.01
H -4.08 -6.62 1.89
H -3.96 -4.88 2.18
H 2.22 -3.46 2.35
H 2.50 2.82 1.71
H -3.50 2.91 -0.29
H 0.73 5.95 0.65
H 2.09 4.86 0.78
H 0.17 5.63 3.05
H 1.86 6.14 2.89
H 1.46 4.45 3.22
H -2.68 4.95 -0.58
H -1.41 5.99 0.02
H -3.45 4.52 1.78
H -3.49 6.24 1.38
H -2.18 5.59 2.38
H 5.28 -1.45 2.91
H 4.31 -2.82 2.45
H 4.21 -1.42 5.18
H 4.91 -3.01 4.85
H 3.16 -2.75 4.71
H 4.52 2.02 1.99
H 5.36 0.72 2.79
H 3.31 2.56 4.14
H 5.06 2.68 4.34
H 4.18 1.27 4.95
H 1.68 -5.56 1.76
H 0.27 -6.59 1.60
H 0.93 -4.92 4.09
H 1.20 -6.66 3.93
H -0.45 -6.00 3.93
F 4.19 -1.40 -0.48
C 4.50 -0.20 -1.00
F 5.56 -0.40 -1.81
F 4.94 0.56 0.01
C 3.23 0.45 -1.68
O 2.17 0.34 -0.93
C 3.06 -0.24 -3.09
F 3.09 -1.58 -2.96
F 1.88 0.07 -3.63
F 4.00 0.07 -4.00
C 3.60 1.96 -1.96
F 4.86 2.18 -2.41
F 3.46 2.70 -0.85
F 2.78 2.50 -2.88
C -0.38 2.66 -2.63
C -1.38 3.21 -3.43
C -1.79 4.56 -3.27
C -2.81 5.09 -4.04
C -3.45 4.31 -5.01
C -3.04 3.00 -5.20
C -2.03 2.45 -4.44
H 0.14 3.25 -1.89
H -0.09 1.62 -2.73
H -1.29 5.17 -2.54
H -3.11 6.12 -3.89
H -4.25 4.74 -5.61
H -3.52 2.39 -5.96
H -1.71 1.43 -4.59
N -1.27 -3.44 -6.05
C -1.13 -2.91 -5.04
C -0.96 -2.25 -3.78
C -1.70 -1.12 -3.47
C -1.56 -0.50 -2.24
C -0.70 -1.01 -1.26
C 0.08 -2.12 -1.62
C -0.05 -2.74 -2.84
H -2.40 -0.72 -4.20
H -2.15 0.38 -2.04
H 0.82 -2.50 -0.92
H 0.57 -3.60 -3.09
*
```

## Properties
<S²>: 0.79
Relative energy (zero: lowest compared OMol25 entry of this formula, charge and spin), kJ/mol: 84.5

Here are the Mulliken charges for atoms 1 to 4, given in e: number 1, Ir, carries 0.603; number 2, C, carries -1.247; number 3, C, carries -1.402; number 4, C, carries 0.936